1.
A structure of composition C5H12N2S at a distorted geometry. Source: the Open Molecules 2025 dataset; level of theory: ωB97M-V/def2-TZVPD.

## Properties
* max |F|: 5.2 eV Å⁻¹
* 2S+1: 1
* E_LUMO: 0.4 eV
* energy relative to the best compared isomer or geometry (same formula, charge and spin): 9.2196 eV
* HOMO-LUMO gap: 0.3299 Ha
* electronic energy: -19185.496 eV
* highest occupied orbital energy: -0.316 hartree

Each line ends with the Löwdin charge.
Element x y z (Å)
C1 1.0703 -1.0422 1.1687  -0.1677
C2 1.3792 -0.7922 -0.3219  -0.7285
C3 2.1628 0.3687 -0.6167  -0.2427
C4 -1.3807 0.3397 -0.3657  -0.7683
C5 -0.8221 1.7920 -0.1500  -0.1895
H1 2.2086 -0.2276 1.7560  0.1823
H2 -0.2549 -0.4942 1.4902  0.1660
H3 1.1846 -2.4357 1.3671  0.1580
H4 1.8339 -1.6885 -0.9341  0.1164
H5 3.1346 0.1641 -0.3167  0.0330
H6 1.8986 1.1958 0.1707  0.0975
H7 2.4835 0.6717 -1.7108  0.1342
H8 -1.8834 2.6726 -0.5933  0.1581
H9 -0.5097 2.1796 1.1621  0.1605
H10 -0.0147 2.0165 -1.0460  0.0690
H11 -3.5914 -1.2087 0.8273  0.1174
H12 -2.5942 -1.8767 -0.4464  0.0915
N1 -2.6339 0.1763 0.1048  -0.1193
N2 -3.3045 -0.9958 -0.2261  -0.0786
S1 -0.3668 -0.8155 -1.3195  0.8110

2.
An isolated molecule of C5H12N2S at a distorted geometry. Source: the Open Molecules 2025 dataset; level of theory: ωB97M-V/def2-TZVPD.

## Properties
* max |F|: 3.9 eV Å⁻¹
* 2S+1: 1
* E_LUMO: 0.5 eV
* energy relative to the best compared isomer or geometry (same formula, charge and spin): 3.3073 eV
* HOMO-LUMO gap: 0.3335 Ha
* electronic energy: -19191.409 eV
* SMILES: C[C@H]1N[C@@H](CN)[C@@H]1S
* highest occupied orbital energy: -0.317 hartree

Each line ends with the Löwdin charge.
Element x y z (Å)
C1 -0.3730 0.2866 -2.5943  -0.1008
C2 -0.2842 0.8446 -1.2159  -0.3972
C3 0.0355 0.0707 0.6668  -0.4803
C4 0.2324 -0.9887 1.6323  -0.2700
C5 1.0392 0.3197 -0.4028  -0.5924
H1 -0.2636 -0.8507 -2.6251  0.0971
H2 0.3482 0.7778 -3.3498  0.1148
H3 -1.3523 0.3167 -2.9277  0.0403
H4 -0.4203 1.9947 -1.3451  0.1708
H5 -1.1500 -1.0272 -0.6581  0.1537
H6 -0.0493 1.0296 1.2384  0.1256
H7 0.2798 -1.9224 1.1107  0.1148
H8 1.0347 -0.7319 2.2819  0.1116
H9 -1.5789 -1.5780 1.9956  0.0596
H10 -1.1731 -0.6047 3.4078  0.1314
H11 1.4921 -0.5552 -0.8229  0.1000
H12 1.7335 2.3714 1.3213  0.0194
N1 -1.0268 0.0000 -0.3232  0.0091
N2 -0.7936 -1.3578 2.6502  -0.0370
S1 2.2696 1.6047 -0.0401  0.6296

3.
An isolated molecule of C5H12N2S at a distorted geometry. Source: the Open Molecules 2025 dataset; level of theory: ωB97M-V/def2-TZVPD.

## Properties
* max |F|: 4.6 eV Å⁻¹
* 2S+1: 1
* E_LUMO: 0.6 eV
* energy relative to the best compared isomer or geometry (same formula, charge and spin): 4.4397 eV
* HOMO-LUMO gap: 0.3162 Ha
* electronic energy: -19190.276 eV
* SMILES: CNN(C=S)C(C)C
* highest occupied orbital energy: -0.294 hartree

Each line ends with the Löwdin charge.
Element x y z (Å)
C1 -2.1278 -0.0690 0.9412  -0.1208
C2 -0.0303 1.9607 0.1280  -0.6835
C3 1.2065 -0.1833 -0.0626  -0.3431
C4 0.6996 -1.3385 0.7650  -0.1157
C5 1.5085 -0.4492 -1.5794  -0.0851
H1 -2.1020 0.7362 1.7297  0.0898
H2 -1.5266 -0.8853 1.4043  0.0399
H3 -3.1953 -0.2835 0.3975  0.1453
H4 -1.8283 0.3944 -1.2915  0.2076
H5 -0.9501 2.4784 0.2991  0.0563
H6 2.0277 0.5637 0.2096  0.0710
H7 0.4021 -0.9461 1.7760  0.0627
H8 -0.4661 -1.5459 0.3586  0.0990
H9 1.2779 -2.5311 0.8681  0.1687
H10 2.6781 -0.8191 -1.6090  0.1244
H11 0.9252 -1.2622 -2.1125  0.0861
H12 1.6368 0.4819 -2.0722  0.0376
N1 -1.3689 0.0751 -0.2918  -0.1653
N2 -0.1446 0.7281 -0.1594  -0.2076
S1 1.3776 2.8948 0.3012  0.5327

4.
A structure of composition C5H12N3 at a distorted geometry. Source: the Open Molecules 2025 dataset; level of theory: ωB97M-V/def2-TZVPD.

## Properties
* max |F|: 3.5 eV Å⁻¹
* 2S+1: 1
* charge: +1
* E_LUMO: -3.5 eV
* energy relative to the best compared isomer or geometry (same formula, charge and spin): 4.0157 eV
* HOMO-LUMO gap: 0.3334 Ha
* electronic energy: -9840.196 eV
* highest occupied orbital energy: -0.462 hartree

Each line ends with the Löwdin charge.
Element x y z (Å)
C1 1.5592 0.1896 0.6077  -0.0011
C2 1.8036 0.5809 -1.0007  -0.0546
C3 -0.6360 -1.1832 0.4306  -0.0006
C4 -1.0822 0.7121 0.9861  -0.0574
C5 0.0294 0.1754 0.2106  -0.4204
N1 0.3355 0.6532 -1.1314  -0.2038
N2 -0.3646 0.1477 -2.1922  0.0463
N3 -1.5632 -0.6024 1.5005  0.1115
H1 1.9965 -0.7431 0.9771  0.0973
H2 1.9941 0.9673 1.3065  0.1203
H3 2.3685 1.4804 -1.1898  0.1043
H4 2.1863 -0.2811 -1.4981  0.0945
H5 -1.2091 -1.4897 -0.4431  0.1358
H6 -0.1244 -1.9887 0.7519  0.0955
H7 -1.0045 1.4405 1.7685  0.1400
H8 -1.8211 1.0544 0.2720  0.1496
H9 0.1707 -0.5813 -2.6778  0.1036
H10 -0.7467 0.9342 -2.7738  0.1235
H11 -2.5788 -0.6754 1.5378  0.1771
H12 -1.3135 -0.7908 2.5575  0.2385

5.
The ion C5H12N3 with charge +1 at a distorted geometry. Source: the Open Molecules 2025 dataset; level of theory: ωB97M-V/def2-TZVPD.

## Properties
* max |F|: 3.6 eV Å⁻¹
* 2S+1: 1
* charge: +1
* E_LUMO: -4.3 eV
* energy relative to the best compared isomer or geometry (same formula, charge and spin): 4.6535 eV
* HOMO-LUMO gap: 0.3390 Ha
* electronic energy: -9839.558 eV
* SMILES: [H]/N=N/C(=C)[N@@H+](C)CC
* highest occupied orbital energy: -0.498 hartree

Each line ends with the Löwdin charge.
Element x y z (Å)
C1 1.4243 0.6172 1.5939  0.1177
C2 1.0169 0.3897 0.3835  -0.2493
C3 -1.0868 -1.8902 0.3747  -0.0802
C4 -0.6737 1.7899 -0.8698  -0.0121
C5 -1.2807 -0.6112 -0.4927  -0.1807
N1 2.7090 -0.8218 -0.6503  0.1183
N2 1.5924 -0.3013 -0.8500  0.0261
N3 -0.4930 0.5892 0.0676  -0.1175
H1 0.9650 1.2905 2.3223  0.1008
H2 2.4572 0.5509 1.8636  0.0837
H3 -0.6178 -1.6165 1.3923  0.0925
H4 -2.0763 -2.2500 0.6509  0.0643
H5 -0.4257 -2.7932 -0.0362  0.1288
H6 -1.7170 1.8235 -1.2814  0.1142
H7 -0.6632 2.7394 -0.2660  0.1159
H8 0.0646 1.9205 -1.6499  0.0949
H9 -2.3676 -0.3013 -0.5061  0.1415
H10 -0.8950 -0.7404 -1.5421  0.1306
H11 3.1954 -1.3521 -1.3790  0.0932
H12 -1.1280 0.9671 0.8749  0.2173

6.
A cluster of 2 separate species, C5H12N3 in total at a distorted geometry. Source: the Open Molecules 2025 dataset; level of theory: ωB97M-V/def2-TZVPD.

## Properties
* max |F|: 3.4 eV Å⁻¹
* 2S+1: 1
* charge: +1
* E_LUMO: -4.8 eV
* energy relative to the best compared isomer or geometry (same formula, charge and spin): 1.3968 eV
* HOMO-LUMO gap: 0.3760 Ha
* electronic energy: -9842.815 eV
* highest occupied orbital energy: -0.551 hartree

Each line ends with the Löwdin charge.
Element x y z (Å)
C1 1.7290 -1.8803 -0.1901  -0.0929
C2 1.0274 -0.9401 0.7474  -0.2461
C3 -0.4521 -0.7118 0.3594  -0.1890
C4 -1.2519 0.5000 0.8824  -0.1218
C5 -1.3652 1.2852 -0.4281  -0.0424
N1 5.4285 2.0015 -0.3472  0.0238
N2 4.5902 1.3056 -0.2008  -0.0101
N3 -2.4632 1.3542 -1.1310  0.2050
H1 1.9555 -1.3555 -1.0573  0.0550
H2 2.6644 -2.1932 0.2565  0.0918
H3 1.0457 -2.6477 -0.4142  0.0682
H4 1.6828 -0.0485 0.9040  0.1197
H5 0.9628 -1.3891 1.7170  0.1024
H6 -0.6035 -0.6728 -0.6702  0.0754
H7 -1.0528 -1.5985 0.6968  0.1499
H8 -0.9729 1.2433 1.6057  0.1263
H9 -2.3074 0.2233 1.1114  0.1281
H10 -0.3016 1.5987 -0.9604  0.2267
H11 -2.5387 1.7592 -2.0898  0.1757
H12 -3.3191 0.9880 -0.7096  0.1541

Question: The highest HOMO-LUMO gap belongs to which entry?
Answer: number 6